(1)
DFT (ωB97M-V with the def2-TZVPD basis set) results for C5H10O2 in the gas phase.

Results
2S+1: 1
net charge: 0
orbital gap: 10.58 eV
SMILES: CC1(C)O[C@@]1(C)O
DFT total energy: -346.94161 Eh

The geometry in XYZ format:
```
17
Properties=species:S:1:pos:R:3:nbo_charge:R:1
C 0.0390 -0.8044 -1.4522 -0.6532
C -0.3643 0.1828 -0.4074 0.1987
C -1.7298 0.7553 -0.5671 -0.6397
O 0.5269 1.4251 0.0183 -0.5118
C 0.4609 0.3212 0.8605 0.4911
C 1.8002 -0.3537 1.0382 -0.6530
O -0.2475 0.4444 2.1015 -0.7495
H -0.8143 -1.4077 -1.7786 0.2262
H 0.4357 -0.2836 -2.3313 0.2317
H 0.7690 -1.5385 -1.1071 0.2217
H -1.9635 1.4355 0.2621 0.2372
H -1.7522 1.3772 -1.4701 0.2274
H -2.4980 -0.0143 -0.6762 0.2088
H 1.6664 -1.4105 1.2833 0.2134
H 2.4320 -0.2724 0.1495 0.2252
H 2.3371 0.1442 1.8504 0.2364
H -1.0975 -0.0008 2.2261 0.4894
```



(2)
DFT (ωB97M-V with the def2-TZVPD basis set) results for a molecular structure, C26H33N5O6V.

Results
2S+1: 1
net charge: +3
orbital gap (alpha / beta): 3.59 / 3.58 eV
DFT total energy: -2678.83260 Eh

The geometry in XYZ format:
```
71
Properties=species:S:1:pos:R:3:mulliken_charge:R:1
V 0.3973 0.1624 -0.1866 0.7651
O 3.8585 -0.5690 0.8220 -0.4604
C 2.9067 -1.1770 0.4223 0.3107
O 1.7301 -0.6131 0.2467 -0.3113
C 2.8802 -2.6477 0.1032 0.5814
C 4.0685 -3.3667 -0.0093 -0.9689
C 3.9683 -4.7278 -0.2594 -0.3656
C 2.7192 -5.3149 -0.3711 -0.9036
C 1.5899 -4.5061 -0.2487 0.0388
N 1.6843 -3.2117 -0.0260 -0.0755
H 5.0174 -2.8617 0.0924 0.5218
H 4.8639 -5.3271 -0.3547 0.4839
H 2.6025 -6.3739 -0.5426 0.4532
H 0.5929 -4.9211 -0.3227 0.4245
C -1.2280 -2.6772 4.0969 -0.7648
C 0.0769 -1.9867 3.7343 -0.5845
N -0.0666 -1.3648 2.4297 0.1938
C -0.8556 -1.8331 1.4537 0.1384
N -0.7996 -1.1874 0.2533 0.7696
C -1.5118 -1.8071 -0.8516 0.2943
C -2.8521 -2.3711 -0.3903 -0.8310
C -2.5742 -3.4047 0.6842 -0.7310
N -1.6642 -2.8697 1.6824 0.1609
C -1.6620 -3.5781 2.9539 -0.4896
H -1.9992 -1.9301 4.2840 0.3218
H -1.0981 -3.2718 4.9980 0.3844
H 0.9013 -2.7088 3.7085 0.3096
H 0.3260 -1.2136 4.4607 0.4191
H 0.4179 -0.4842 2.2742 0.0037
H -0.8844 -2.6198 -1.2531 0.2664
H -1.6602 -1.0679 -1.6457 -0.5117
H -3.3805 -2.8393 -1.2184 0.4895
H -3.4676 -1.5605 0.0033 0.3073
H -2.1411 -4.3101 0.2445 0.2458
H -3.5072 -3.6946 1.1752 0.5151
H -1.0020 -4.4459 2.8671 0.2900
H -2.6686 -3.9543 3.1462 0.4035
O -0.7692 0.9948 -1.0719 -0.6096
C -0.9228 1.9864 -1.8448 0.0266
C -0.5117 1.8952 -3.2656 -0.5187
C -1.8250 1.2895 -3.8568 -0.3628
C -3.1426 2.0247 -3.5448 -0.9552
C -3.7345 1.8796 -2.1228 -0.1322
C -3.0560 2.7550 -1.0436 -0.7850
N -1.6922 3.0131 -1.5108 0.0947
H 0.3341 1.2256 -3.4336 0.2795
H -0.3170 2.8716 -3.7072 0.4396
H -1.9034 0.2427 -3.5508 0.1036
H -1.6921 1.3044 -4.9397 0.5037
H -3.8806 1.5992 -4.2260 0.4714
H -3.0526 3.0797 -3.8111 0.3122
H -3.7102 0.8278 -1.8263 -0.0343
H -4.7822 2.1727 -2.1752 0.5104
H -3.0448 2.2580 -0.0707 0.2053
H -3.5538 3.7188 -0.9447 0.5490
H -1.6380 3.8194 -2.1262 0.4847
O 2.3368 4.1222 -1.5694 -0.4289
C 2.5664 4.3860 -0.2911 0.8302
C 3.2554 5.5327 0.1380 -0.7684
C 3.3692 5.8180 1.4821 -0.5540
C 2.8073 4.9726 2.4401 -0.8872
C 2.1423 3.8187 2.0414 -0.3505
C 2.0362 3.5018 0.6901 -0.0501
C 1.4482 2.2355 0.2436 1.6294
O 0.6482 1.5847 1.0243 -0.5202
O 1.6632 1.7513 -0.8765 -0.6442
H 2.8237 4.7166 -2.1657 0.3451
H 3.6746 6.2013 -0.6016 0.3910
H 3.8915 6.7095 1.7972 0.4446
H 2.9128 5.1980 3.4910 0.4430
H 1.7391 3.1324 2.7714 0.4424
```



The evaluated ΔE to the lowest compared entry with this formula, charge and spin for the records listed, in turn: 220.1, 225.2 kJ/mol.
The evaluated max |F| for the records listed, in turn: 0.052, 0.098 hartree/bohr.